Arrangement 1

An isolated molecule of C22H21N5O2S, computed with ωB97M-V/def2-TZVPD.

HOMO-LUMO gap = 8.9 eV
E_LUMO = 0.241 eV

Last columns: bonded neighbours and bond lengths (Å).
CARTESIAN COORDINATES (ANGSTROEM)
1 C 5.1166 0.2155 -1.5946  C2 1.523, H31 1.087, H32 1.087, H33 1.086
2 C 5.0090 0.7891 -0.1883  C1 1.523, N3 1.456, H34 1.091, H35 1.092
3 N 3.6296 0.7761 0.2768  C2 1.456, C4 1.380, C30 1.356
4 C 2.8468 1.9072 0.1629  N3 1.380, O5 1.214, C6 1.476
5 O 3.2913 2.9398 -0.2943  C4 1.214
6 C 1.4685 1.7739 0.6746  C4 1.476, C7 1.395, C11 1.402
7 C 0.6533 2.9053 0.6932  C6 1.395, C8 1.379, H36 1.079
8 C -0.6214 2.8431 1.2153  C7 1.379, C9 1.389, H37 1.079
9 C -1.0972 1.6465 1.7361  C8 1.389, C10 1.381, H38 1.079
10 C -0.3157 0.5084 1.7134  C9 1.381, C11 1.392, H39 1.077
11 C 0.9649 0.5630 1.1707  C6 1.402, C10 1.392, N12 1.384
12 N 1.8153 -0.5279 1.1153  C11 1.384, C13 1.382, C30 1.375
13 C 1.7265 -1.8740 1.4149  N12 1.382, S14 1.746, N28 1.296
14 S 0.2565 -2.7392 1.7891  C13 1.746, C15 1.834
15 C 0.0611 -3.4834 0.1244  S14 1.834, C16 1.519, H40 1.090, H41 1.087
16 C -0.0185 -2.3834 -0.9206  C15 1.519, O17 1.218, N18 1.349
17 O 0.9706 -2.0732 -1.5599  C16 1.218
18 N -1.2081 -1.7736 -1.0985  C16 1.349, C19 1.449, C27 1.442
19 C -1.3759 -0.8542 -2.2053  N18 1.449, C20 1.523, H42 1.091, H43 1.096
20 C -1.6677 0.5465 -1.6826  C19 1.523, C21 1.501, H44 1.091, H45 1.094
21 C -2.8138 0.5091 -0.7136  C20 1.501, C22 1.390, C26 1.391
22 C -3.5531 1.6575 -0.4541  C21 1.390, C23 1.381, H46 1.080
23 C -4.5983 1.6409 0.4488  C22 1.381, C24 1.386, H47 1.080
24 C -4.9186 0.4642 1.1071  C23 1.386, C25 1.381, H48 1.080
25 C -4.1921 -0.6827 0.8526  C24 1.381, C26 1.390, H49 1.081
26 C -3.1394 -0.6722 -0.0557  C21 1.391, C25 1.390, C27 1.512
27 C -2.3947 -1.9646 -0.3008  N18 1.442, C26 1.512, H50 1.091, H51 1.102
28 N 2.8706 -2.4546 1.2292  C13 1.296, N29 1.337
29 N 3.7515 -1.5483 0.7923  N28 1.337, C30 1.308
30 C 3.1227 -0.4048 0.7081  N3 1.356, N12 1.375, N29 1.308
31 H 4.7524 -0.8085 -1.6052  C1 1.087
32 H 4.5306 0.8108 -2.2908  C1 1.087
33 H 6.1549 0.2239 -1.9131  C1 1.086
34 H 5.5959 0.1910 0.5107  C2 1.091
35 H 5.3348 1.8311 -0.1688  C2 1.092
36 H 1.0620 3.8231 0.2986  C7 1.079
37 H -1.2441 3.7237 1.2321  C8 1.079
38 H -2.0860 1.5975 2.1648  C9 1.079
39 H -0.6890 -0.4148 2.1243  C10 1.077
40 H 0.9562 -4.0765 -0.0620  C15 1.090
41 H -0.8209 -4.1185 0.1576  C15 1.087
42 H -0.4595 -0.8721 -2.7970  C19 1.091
43 H -2.2130 -1.2044 -2.8205  C19 1.096
44 H -1.8958 1.2149 -2.5143  C20 1.091
45 H -0.7804 0.9394 -1.1770  C20 1.094
46 H -3.2976 2.5711 -0.9708  C22 1.080
47 H -5.1637 2.5407 0.6393  C23 1.080
48 H -5.7327 0.4412 1.8156  C24 1.080
49 H -4.4398 -1.6028 1.3623  C25 1.081
50 H -2.1299 -2.3935 0.6672  C27 1.091
51 H -3.0745 -2.6673 -0.8095  C27 1.102



Arrangement 2

An isolated molecule of C22H21N5O2S, computed with ωB97M-V/def2-TZVPD.

HOMO-LUMO gap = 8.9 eV
E_LUMO = 0.459 eV

Last columns: bonded neighbours and bond lengths (Å).
CARTESIAN COORDINATES (ANGSTROEM)
1 C -0.0321 2.2902 2.2031  C2 1.319, H31 1.075, H32 1.078
2 C -1.1132 2.6510 1.5393  C1 1.319, C3 1.505, H33 1.081
3 C -1.7044 1.9286 0.3585  C2 1.505, N4 1.435, H34 1.097, H35 1.096
4 N -0.9676 0.7530 -0.0097  C3 1.435, C5 1.371, C17 1.363
5 C -1.0134 -0.5038 0.5366  N4 1.371, C6 1.484, N15 1.302
6 C -1.9775 -0.9122 1.5884  C5 1.484, C7 1.509, H36 1.092, H37 1.093
7 C -3.3889 -0.8442 1.0600  C6 1.509, C8 1.387, C14 1.390
8 C -3.7224 -1.5108 -0.1100  C7 1.387, C9 1.384, H38 1.080
9 C -5.0023 -1.4483 -0.6321  C8 1.384, C10 1.391, H39 1.078
10 C -5.9822 -0.7068 0.0202  C9 1.391, O11 1.361, C13 1.395
11 O -7.2696 -0.5701 -0.3997  C10 1.361, C12 1.407
12 C -7.6686 -1.2338 -1.5745  O11 1.407, H40 1.089, H41 1.095, H42 1.095
13 C -5.6522 -0.0367 1.1989  C10 1.395, C14 1.379, H43 1.078
14 C -4.3722 -0.1049 1.7078  C7 1.390, C13 1.379, H44 1.081
15 N -0.1217 -1.2662 -0.0280  C5 1.302, N16 1.344
16 N 0.5436 -0.5431 -0.9443  N15 1.344, C17 1.303
17 C 0.0377 0.6580 -0.9257  N4 1.363, N16 1.303, S18 1.742
18 S 0.5816 2.0068 -1.8845  C17 1.742, C19 1.820
19 C 2.1228 1.2691 -2.5110  S18 1.820, C20 1.498, H45 1.089, H46 1.092
20 C 2.9603 0.6777 -1.4188  C19 1.498, N21 1.279, N30 1.363
21 N 3.6780 -0.3440 -1.6939  C20 1.279, C22 1.372
22 C 4.4274 -0.8978 -0.6864  N21 1.372, C23 1.398, C27 1.408
23 C 5.2211 -2.0133 -0.9720  C22 1.398, C24 1.376, H47 1.078
24 C 5.9651 -2.6026 0.0243  C23 1.376, C25 1.394, H48 1.080
25 C 5.9380 -2.1017 1.3254  C24 1.394, C26 1.376, H49 1.080
26 C 5.1627 -1.0051 1.6260  C25 1.376, C27 1.396, H50 1.080
27 C 4.4065 -0.3901 0.6268  C22 1.408, C26 1.396, C28 1.458
28 C 3.5873 0.7787 0.9246  C27 1.458, O29 1.213, N30 1.391
29 O 3.4469 1.3175 2.0024  C28 1.213
30 N 2.9325 1.2793 -0.1956  C20 1.363, C28 1.391, H51 1.016
31 H 0.3366 2.8630 3.0351  C1 1.075
32 H 0.5440 1.4127 1.9573  C1 1.078
33 H -1.6661 3.5379 1.8166  C2 1.081
34 H -1.7199 2.6033 -0.5057  C3 1.097
35 H -2.7379 1.6388 0.5807  C3 1.096
36 H -1.7270 -1.9350 1.8765  C6 1.092
37 H -1.8689 -0.2632 2.4608  C6 1.093
38 H -2.9662 -2.0891 -0.6210  C8 1.080
39 H -5.2216 -1.9816 -1.5434  C9 1.078
40 H -8.7215 -0.9903 -1.7067  C12 1.089
41 H -7.5576 -2.3188 -1.4809  C12 1.095
42 H -7.1051 -0.8841 -2.4457  C12 1.095
43 H -6.4205 0.5325 1.6977  C13 1.078
44 H -4.1353 0.4189 2.6235  C14 1.081
45 H 1.8830 0.4890 -3.2315  C19 1.089
46 H 2.6476 2.0854 -3.0112  C19 1.092
47 H 5.2254 -2.3920 -1.9815  C23 1.078
48 H 6.5760 -3.4647 -0.2009  C24 1.080
49 H 6.5263 -2.5770 2.0959  C25 1.080
50 H 5.1221 -0.5952 2.6240  C26 1.080
51 H 2.3417 2.0927 -0.0487  N30 1.016



Quick one: most stable of them? arrangement 1



Arrangement 1

An isolated molecule of C8H9NO, computed with ωB97M-V/def2-TZVPD.

HOMO-LUMO gap = 8.2 eV
E_LUMO = -0.236 eV

Last columns: bonded neighbours and bond lengths (Å).
CARTESIAN COORDINATES (ANGSTROEM)
1 C 0.4558 -1.8349 -0.1520  C3 1.336, N9 1.440, H11 1.045
2 C 0.2017 0.6186 0.1400  C3 1.488, C5 1.635, C6 1.534, C7 1.543
3 C -0.3242 -0.7717 0.0655  C1 1.336, C2 1.488, C8 1.496
4 C 2.6948 -0.7499 0.0893  C5 1.565, N9 1.342
5 C 1.8339 0.5573 0.0691  C2 1.635, C4 1.565, O10 1.212
6 C -0.4939 1.8843 0.6564  C2 1.534, C7 1.476, H12 1.102, H13 1.176
7 C -0.4423 1.6574 -0.8014  C2 1.543, C6 1.476, H14 1.070, H15 1.052
8 C -1.8079 -0.9152 0.1967  C3 1.496, H16 1.043, H17 1.073, H18 1.086
9 N 1.8931 -1.7783 -0.2281  C1 1.440, C4 1.342, H19 1.046
10 O 2.3990 1.6182 0.2269  C5 1.212
11 H -0.0124 -2.7323 -0.4098  C1 1.045
12 H -1.3117 1.8119 1.3915  C6 1.102
13 H 0.2344 2.7046 1.0790  C6 1.176
14 H 0.2563 2.2169 -1.3884  C7 1.070
15 H -1.3311 1.3197 -1.2525  C7 1.052
16 H -1.9288 -1.8900 0.5476  C8 1.043
17 H -2.1419 -0.1276 0.8444  C8 1.073
18 H -2.4486 -0.8513 -0.6775  C8 1.086
19 H 2.2736 -2.7375 -0.3965  N9 1.046



Arrangement 2

An isolated molecule of C8H9NO, computed with ωB97M-V/def2-TZVPD.

HOMO-LUMO gap = 9.1 eV
E_LUMO = 0.835 eV

Last columns: bonded neighbours and bond lengths (Å).
CARTESIAN COORDINATES (ANGSTROEM)
1 O 2.3546 -0.3940 1.2463  C2 1.569, H11 0.941
2 C 2.1423 0.0230 -0.2514  O1 1.569, C3 1.508, N10 1.448, H12 1.228
3 C 1.2791 1.2572 -0.3160  C2 1.508, C4 1.475, H13 1.073, H14 1.062
4 C -0.1105 0.7614 -0.3187  C3 1.475, C5 1.387, C9 1.423
5 C -1.3067 1.3767 0.0180  C4 1.387, C6 1.444, H15 1.098
6 C -2.4760 0.5406 0.1580  C5 1.444, C7 1.409, H16 1.162
7 C -2.3054 -0.8540 0.2628  C6 1.409, C8 1.435, H17 1.335
8 C -1.1397 -1.4598 -0.3140  C7 1.435, C9 1.315, H18 1.239
9 C -0.1135 -0.6536 -0.4735  C4 1.423, C8 1.315, N10 1.441
10 N 1.2521 -0.9786 -0.7991  C2 1.448, C9 1.441, H19 1.072
11 H 1.5421 -0.3305 1.7169  O1 0.941
12 H 3.3018 0.1535 -0.6334  C2 1.228
13 H 1.4465 1.2464 -1.3754  C3 1.073
14 H 1.4312 2.0815 0.3365  C3 1.062
15 H -1.1549 2.4429 -0.1974  C5 1.098
16 H -3.4524 0.9037 0.6722  C6 1.162
17 H -3.2107 -1.4457 1.0455  C7 1.335
18 H -0.8899 -2.6325 -0.0016  C8 1.239
19 H 1.4099 -2.0384 -0.7757  N10 1.072



Arrangement 3

An isolated molecule of C8H9NO, computed with ωB97M-V/def2-TZVPD.

HOMO-LUMO gap = 9.4 eV
E_LUMO = 1.037 eV

Last columns: bonded neighbours and bond lengths (Å).
CARTESIAN COORDINATES (ANGSTROEM)
1 C 1.0162 0.1151 1.3693  C2 1.315, C10 1.491, H11 1.036
2 C 0.8097 1.1547 0.5901  C1 1.315, O3 1.323, C6 1.636
3 O 1.0494 2.4548 0.6487  C2 1.323, C4 1.436
4 C 0.5702 3.0493 -0.5673  O3 1.436, N5 1.406, H12 1.161, H13 1.074
5 N 0.0394 2.1130 -1.4724  C4 1.406, C6 1.257
6 C 0.1702 0.9980 -0.9071  C2 1.636, N5 1.257, C7 1.426
7 C -0.3253 -0.2979 -1.2350  C6 1.426, C8 1.445, C9 1.513, H14 1.089
8 C -1.4413 -0.7427 -0.4321  C7 1.445, C9 1.439, H15 1.187, H16 1.092
9 C -0.2048 -1.4626 -0.2768  C7 1.513, C8 1.439, C10 1.504, H17 1.086
10 C 0.5398 -1.2519 1.0131  C1 1.491, C9 1.504, H18 1.070, H19 1.155
11 H 1.5097 0.2318 2.2731  C1 1.036
12 H 1.3577 3.8251 -0.9207  C4 1.161
13 H -0.2799 3.6888 -0.4201  C4 1.074
14 H -0.4226 -0.7798 -2.2072  C7 1.089
15 H -1.7807 -0.1035 0.5089  C8 1.187
16 H -2.2846 -1.0967 -1.0283  C8 1.092
17 H -0.1653 -2.4454 -0.7370  C9 1.086
18 H 1.3960 -1.8934 1.0000  C10 1.070
19 H -0.1428 -1.5616 1.8913  C10 1.155



Quick one: most stable of them? arrangement 3



Arrangement 1

An isolated molecule of CH4OP2, computed with ωB97M-V/def2-TZVPD.

HOMO-LUMO gap = 9.2 eV
E_LUMO = -0.076 eV

Last columns: bonded neighbours and bond lengths (Å).
CARTESIAN COORDINATES (ANGSTROEM)
1 O -2.1297 0.1122 -0.7697  P2 1.442
2 P -1.2076 -0.5119 0.1460  O1 1.442, P3 2.663, C4 1.887
3 P 1.4033 -0.3610 -0.3563  P2 2.663, C4 1.797, H5 1.451, H6 1.484
4 C 0.1973 0.7154 0.4298  P2 1.887, P3 1.797, H7 1.028, H8 1.112
5 H 0.9225 -1.4694 0.4469  P3 1.451
6 H 0.4219 -0.9434 -1.3051  P3 1.484
7 H -0.1035 1.5582 -0.0767  C4 1.028
8 H 0.4958 0.9000 1.4852  C4 1.112



Arrangement 2

A cluster of 2 separate species, CH4OP2 in total, computed with ωB97M-V/def2-TZVPD.

HOMO-LUMO gap = 8.7 eV
E_LUMO = -0.929 eV

Last columns: bonded neighbours and bond lengths (Å).
CARTESIAN COORDINATES (ANGSTROEM)
1 C 0.1898 1.1538 0.5994  P2 1.612, H3 1.085, H4 1.136
2 P -0.5406 -0.2362 0.2348  C1 1.612, H5 1.407
3 H 0.0067 1.6685 1.5367  C1 1.085
4 H 1.0756 1.5211 -0.0103  C1 1.136
5 H -0.0900 -0.3416 -1.0937  P2 1.407
6 O 1.6005 -3.0984 -0.1561  P7 1.422
7 P 2.1590 -3.3096 1.1345  O6 1.422, H8 1.425
8 H 1.2604 -2.8362 2.1335  P7 1.425



Quick one: most stable of them? arrangement 1



Arrangement 1

A cluster of 2 separate species, CH6ClNSi in total, computed with ωB97M-V/def2-TZVPD.

HOMO-LUMO gap = 10.2 eV
E_LUMO = 0.188 eV

Last columns: bonded neighbours and bond lengths (Å).
CARTESIAN COORDINATES (ANGSTROEM)
1 H -0.9870 2.0444 -0.0561  N2 1.011
2 N -0.6277 1.1000 -0.0233  H1 1.011, Si3 1.618
3 Si 0.9562 0.7709 0.0269  N2 1.618, C4 1.885, H5 1.462
4 C 1.3619 -1.0694 0.0113  Si3 1.885, H6 1.086, H7 1.086, H8 1.088
5 H 2.1845 1.5626 0.0654  Si3 1.462
6 H 0.6029 -1.6276 0.5518  C4 1.086
7 H 1.3778 -1.4476 -1.0067  C4 1.086
8 H 2.3278 -1.2901 0.4606  C4 1.088
9 Cl -4.2042 -0.2362 -0.0101  H10 1.286
10 H -2.9922 0.1929 -0.0197  Cl9 1.286



Arrangement 2

A cluster of 2 separate species, CH6ClNSi in total, computed with ωB97M-V/def2-TZVPD.

HOMO-LUMO gap (alpha / beta) = 10.4 / 10.4 eV
E_LUMO (alpha / beta) = 0.070 / 0.070 eV

Last columns: bonded neighbours and bond lengths (Å).
CARTESIAN COORDINATES (ANGSTROEM)
1 H 1.4063 -1.6772 0.3253  N2 1.008
2 N 0.9613 -0.7749 0.3826  H1 1.008, Si3 1.621
3 Si -0.6299 -0.7336 0.0778  N2 1.621, C4 1.921, H5 1.463
4 C -1.6677 0.8672 -0.1495  Si3 1.921, H6 1.131, H7 1.025, H8 1.035
5 H -1.7872 -1.5561 -0.2763  Si3 1.463
6 H -1.5131 1.7201 0.5769  C4 1.131
7 H -1.1610 1.2708 -0.9439  C4 1.025
8 H -2.6559 0.6416 -0.3604  C4 1.035
9 Cl 4.1422 0.1801 -0.0547  H10 1.331
10 H 2.9050 0.0619 0.4223  Cl9 1.331



Quick one: most stable of them? arrangement 1